[1]
C15H15NPt as an isolated structure at a distorted geometry, computed with wB97M-V/def2-TZVPD.

Geometry as ORCA input:
```
! RIJCOSX wB97M-V def2-TZVPD def2/J DEFGRID3
* xyz 0 5
C -1.6986 -4.0708 -0.3269
C -2.5254 -3.6635 -1.4148
C -3.1648 -2.3874 -1.0544
C -2.5396 -1.9748 0.2228
C -1.6444 -3.0363 0.6202
Pt -1.2034 -1.6961 -1.5624
N 1.1025 -1.1053 -0.7146
C 1.7250 -1.1203 -2.0245
C 0.4332 -1.5448 -2.8105
H -4.0086 -1.9061 -1.5507
H -2.7905 -4.2396 -2.3017
H -2.8955 -1.1369 0.8346
H -1.1094 -3.0534 1.5757
H -1.2065 -5.0440 -0.2434
H 0.6010 -2.5245 -3.2612
H 2.4971 -1.8906 -2.0715
H 1.3046 -1.9391 -0.1471
H 0.1675 -0.7526 -3.5167
H 2.1044 -0.1693 -2.3856
C 0.9183 0.0454 -0.0156
C 0.8800 1.1073 0.5919
C 0.9814 2.3804 1.2435
C 1.2515 2.4647 2.6284
C 1.4434 3.6985 3.2519
C 1.3480 4.8674 2.4723
C 1.0551 4.8037 1.0937
C 0.8626 3.5633 0.4829
H 1.3205 1.5397 3.2013
H 1.6637 3.7468 4.3277
H 1.5068 5.8373 2.9445
H 0.9788 5.7171 0.4954
H 0.6413 3.4838 -0.5854
*
```

The calculated total energy comes out at -20525.4220 eV. For the LUMO energy (spin up / spin down), the calculation gives 0.47 / -2.24 eV. The max |F| comes out at 5.2 eV Å⁻¹. Its orbital gap (spin up / spin down) is 4.58 / 5.66 eV. Its expectation value of S² is 6.04.

=====

[2]
C15H16Br3N2O5 as an isolated structure at a distorted geometry, computed with wB97M-V/def2-TZVPD.

Geometry as ORCA input:
```
! RIJCOSX wB97M-V def2-TZVPD def2/J DEFGRID3
* xyz -1 1
C -1.2457 -0.4928 0.3891
C -0.1785 -1.2572 1.2414
O -0.1307 -2.5805 0.8744
H -2.1380 -1.0920 0.2078
H -0.7902 -0.2992 -0.5821
H -1.5654 0.4340 0.8654
H -0.3281 -1.1344 2.3141
H 0.8265 -0.8582 1.1045
C -2.5931 -1.8623 -2.6876
C -3.6845 -2.7079 -2.9569
C -4.9702 -2.0785 -2.9910
C -5.0469 -0.6441 -2.9201
C -3.8787 0.1301 -2.8285
C -2.6812 -0.4927 -2.7198
N -6.3289 0.1276 -3.0789
O -6.2710 1.3327 -3.2878
O -7.3395 -0.4700 -2.8907
H -1.6189 -2.2971 -2.5194
H -3.6231 -3.7815 -3.0566
H -5.8442 -2.7044 -3.0948
H -3.9448 1.2064 -2.8882
H -1.8030 0.1285 -2.6243
C 4.1157 3.1494 1.3996
C 5.0876 3.0898 0.3711
C 5.2245 1.8623 -0.2336
C 4.3723 0.8165 0.1216
C 3.4360 0.9341 1.1446
C 3.2370 2.1957 1.7258
N 4.5696 -0.4541 -0.5939
O 3.5875 -1.1989 -0.6049
O 5.5502 -0.7600 -1.2315
H 4.0481 4.1508 1.7983
H 5.7888 3.8280 0.0110
H 6.0396 1.6987 -0.9231
H 2.8812 0.0460 1.4090
H 2.3959 2.3931 2.3738
C 0.9298 -0.1127 5.3932
Br 2.9098 -0.0872 5.3692
Br 0.0438 0.9833 4.1647
Br 0.3725 -0.0291 7.3106
H 0.5883 -1.1122 5.1243
*
```

The calculated total energy comes out at -239152.0844 eV. For the LUMO energy, the calculation gives 1.75 eV. The max |F| comes out at 4.5 eV Å⁻¹. Its orbital gap is 4.18 eV.

=====

[3]
C15H16ClCs2F2MgNaO9 as an isolated structure at a distorted geometry, computed with wB97M-V/def2-TZVPD.

Geometry as ORCA input:
```
! RIJCOSX wB97M-V def2-TZVPD def2/J DEFGRID3
* xyz 0 1
O 2.0486 1.5496 -2.6458
C 1.1693 2.3438 -2.8003
C -0.2153 2.0550 -3.2555
C -0.8938 3.1924 -3.0826
O -2.1885 3.4668 -3.3150
C 0.0205 4.2292 -2.5266
O -0.2287 5.3151 -2.1264
O 1.2982 3.6761 -2.5097
H -0.5841 1.1204 -3.6352
H -2.6513 3.4979 -2.4640
Mg -0.1939 -0.0555 -1.3523
F 0.6507 -2.9197 1.9721
C 1.6990 -3.5663 1.3561
C 1.3999 -4.7796 0.7912
C 2.4204 -5.4641 0.1446
C 3.6994 -4.9266 0.0827
C 3.9519 -3.6989 0.6743
C 2.9516 -2.9894 1.3289
H 0.3651 -5.2065 0.8712
H 2.2015 -6.4181 -0.3132
H 4.4903 -5.4557 -0.4219
H 4.9498 -3.3043 0.6081
H 3.1265 -2.0202 1.7879
F -0.4963 -6.5876 1.1299
Cl 4.8032 -3.3423 -2.5121
C -2.6032 -2.6477 2.1433
O -3.7243 -3.2027 1.6602
H -2.4405 -2.7527 3.2235
H -1.6470 -3.0111 1.7322
H -2.4879 -1.5409 2.0155
Cs -2.3975 -2.6434 4.7300
Na 6.1974 -2.2479 0.7956
C -4.6985 4.4027 -5.2562
O -5.0749 5.5444 -5.4855
O -4.1601 3.6345 -6.0909
O -4.7899 3.8174 -4.1480
Cs -5.4303 -2.3784 1.7056
C -0.4035 4.4901 2.9928
C -0.4011 3.3531 2.0008
O -1.0703 3.3862 0.9940
C 0.4773 2.1640 2.3175
H -1.0715 5.2737 2.6442
H -0.7432 4.1374 3.9682
H 0.6028 4.8986 3.0957
H 0.1702 1.7108 3.2638
H 1.5208 2.4739 2.3884
H 0.3813 1.4267 1.5228
*
```

The calculated total energy comes out at -63138.6504 eV. For the LUMO energy, the calculation gives -4.76 eV. The max |F| comes out at 13.4 eV Å⁻¹. Its orbital gap is 1.77 eV.

=====

[4]
One molecule with the formula C15H16ClNO4 at a distorted geometry, computed with wB97M-V/def2-TZVPD.

Geometry as ORCA input:
```
! RIJCOSX wB97M-V def2-TZVPD def2/J DEFGRID3
* xyz 0 1
C 4.0418 -1.0989 -2.1125
C 3.4640 -1.0011 -0.7273
O 2.5984 0.1595 -0.7287
C 1.9330 0.2945 0.4386
C 1.0268 1.5124 0.4426
N 1.1937 2.3067 1.8024
O 0.7909 3.4943 1.7409
O 1.7291 1.7963 2.7903
O 2.0575 -0.5274 1.3313
H 4.5759 -2.0449 -2.2207
H 3.2639 -1.0564 -2.8831
H 4.7568 -0.2909 -2.2963
H 2.8759 -1.8900 -0.4689
H 4.2518 -0.8437 0.0210
H 1.3721 2.2412 -0.3018
Cl -1.6153 -2.1556 5.1007
C -1.4128 -1.2408 3.6650
C -1.6231 0.1442 3.6879
C -1.3590 0.8968 2.5425
C -0.8534 0.2787 1.3973
C -0.4215 1.1399 0.2046
C -0.5407 0.4420 -1.1691
C -0.7768 1.5871 -2.1844
C -1.2768 2.7147 -1.3284
C -1.1417 2.4599 -0.0062
C -0.7539 -1.1124 1.3428
C -1.0446 -1.8815 2.4730
H -1.9597 0.6358 4.5984
H -1.5697 1.9649 2.5533
H 0.3525 -0.1478 -1.4041
H -1.4108 -0.2245 -1.1596
H 0.1746 1.8400 -2.6749
H -1.4718 1.2811 -2.9785
H -1.7002 3.6219 -1.7578
H -1.4632 3.0862 0.8212
H -0.4736 -1.6158 0.4164
H -0.9450 -2.9650 2.4420
*
```

The calculation puts the relative energy (zero: lowest compared OMol25 entry of this formula, charge and spin) at 251.93 kJ/mol. The calculated total energy comes out at -38013.8784 eV. The SMILES is CCOC(=O)[C@H]([N+](=O)[O-])[C@@]1(c2ccc(Cl)cc2)C=CCC1. For the LUMO energy, the calculation gives 0.01 eV. The max |F| comes out at 2.6 eV Å⁻¹. Its orbital gap is 8.97 eV.

=====

[5]
C15H16F6MoN3O7S4Te as an isolated structure, computed with wB97M-V/def2-TZVPD.

Geometry as ORCA input:
```
! RIJCOSX wB97M-V def2-TZVPD def2/J DEFGRID3
* xyz 1 3
Mo 0.6083 -1.1811 0.1539
F -3.9350 -1.8587 3.1930
C -2.7059 -1.5556 2.8251
F -1.9373 -2.6325 2.8788
F -2.2098 -0.6155 3.6238
S -2.7238 -0.8863 1.0977
O -1.3767 -0.3255 0.9231
O -3.8067 0.0183 0.9970
N -2.9220 -2.1937 0.2155
S -1.7085 -2.7080 -0.5984
O -1.2212 -1.8257 -1.6414
O -0.5397 -3.0901 0.2293
C -2.3963 -4.2416 -1.3759
F -2.8920 -5.0278 -0.4445
F -3.3319 -3.8784 -2.2299
F -1.4001 -4.8375 -2.0057
Te 2.4127 -2.5661 -1.1560
C 3.6104 -0.8635 -1.3898
C 4.2726 -0.1736 -0.4108
C 4.9509 0.9692 -0.9052
C 4.7930 1.1291 -2.2488
S 3.8150 -0.1032 -2.9171
H 4.2897 -0.4843 0.6241
H 5.5421 1.6331 -0.2917
H 5.2171 1.8946 -2.8788
O 0.6742 0.3834 -1.0611
S -0.1267 1.7291 -1.0226
C 0.9659 2.7602 -2.0423
C 0.2719 2.9621 -3.3893
C -0.5721 1.7171 -3.6431
C -1.3290 1.4801 -2.3421
H 1.8720 2.1552 -2.1116
H 1.1934 3.6676 -1.4887
H 1.0142 3.1307 -4.1682
H -0.3691 3.8450 -3.3517
H 0.0613 0.8554 -3.8627
H -1.2631 1.8479 -4.4745
H -1.7477 0.4841 -2.2080
H -2.1099 2.2256 -2.1723
C 2.5633 3.1843 3.2998
N 2.1849 1.7921 3.0478
C 2.0636 0.9015 4.0634
C 1.6667 -0.3845 3.8847
C 1.4013 -0.7378 2.5461
O 0.9546 -1.8485 2.0842
N 1.5796 0.1325 1.5428
C 1.8864 1.4532 1.7256
O 1.9183 2.2811 0.8367
H 3.0291 3.2492 4.2790
H 1.6862 3.8279 3.2624
H 3.2658 3.5042 2.5361
H 2.2975 1.2929 5.0442
H 1.5525 -1.0822 4.6971
*
```

The calculation puts the relative energy (zero: lowest compared OMol25 entry of this formula, charge and spin) at 0.00 kJ/mol. The calculated total energy comes out at -103406.1753 eV. For the LUMO energy (spin up / spin down), the calculation gives -4.23 / -4.19 eV. The max |F| comes out at 0.7 eV Å⁻¹. Its orbital gap (spin up / spin down) is 6.49 / 6.85 eV. Its expectation value of S² is 2.02.

=====

[6]
C15H16F6NPdSSiTe as an isolated structure at a distorted geometry, computed with wB97M-V/def2-TZVPD.

Geometry as ORCA input:
```
! RIJCOSX wB97M-V def2-TZVPD def2/J DEFGRID3
* xyz -1 1
Pd 0.2047 -0.1602 0.4470
C 1.7394 -1.9745 2.3055
Si 0.2563 -1.0699 3.1539
C 0.4358 -1.1986 5.0599
C -1.3720 -1.9941 2.6945
N 0.2820 0.5071 2.4969
C 0.0653 1.7660 2.8806
C 0.2009 2.2361 4.2015
C 0.0582 3.5713 4.5052
C -0.2180 4.5086 3.5231
C -0.3846 4.0874 2.2119
C -0.2595 2.7533 1.9237
F -0.4577 2.3240 0.6283
H 1.9669 -2.9391 2.7513
H 2.6368 -1.3590 2.3594
H 1.5071 -2.1485 1.2411
H 0.5018 -2.2307 5.3862
H -0.4172 -0.7536 5.5619
H 1.3293 -0.6899 5.4022
H -1.5508 -2.8420 3.3507
H -1.3302 -2.3672 1.6689
H -2.2304 -1.3286 2.7655
H 0.4436 1.5191 4.9674
H 0.1713 3.8936 5.5305
H -0.3071 5.5535 3.7769
H -0.6061 4.7946 1.4265
Te 2.0630 0.4224 -1.1807
C 3.9967 -0.1176 -0.5200
C 4.7496 0.4896 0.4394
C 6.0374 -0.0635 0.5890
C 6.2645 -1.0954 -0.2625
S 4.8982 -1.3974 -1.2673
H 4.3767 1.3123 1.0251
H 6.7617 0.2970 1.2998
H 7.1443 -1.6976 -0.3720
F -1.9787 -2.0779 -0.9801
C -1.3981 -0.8494 -0.7220
F -2.3696 -0.1738 0.0434
C -1.3242 -0.0703 -2.0217
F -0.8891 1.1829 -1.7748
F -0.4505 -0.6139 -2.8919
F -2.4759 0.0640 -2.7190
*
```

The calculation puts the relative energy (zero: lowest compared OMol25 entry of this formula, charge and spin) at 0.00 kJ/mol. The calculated total energy comes out at -63097.4263 eV. For the LUMO energy (spin up / spin down), the calculation gives 1.78 / 1.78 eV. The max |F| comes out at 1.7 eV Å⁻¹. Its orbital gap (spin up / spin down) is 6.11 / 6.11 eV.

=====

[7]
One molecule with the formula C15H16N4O2S, computed with wB97M-V/def2-TZVPD.

Geometry as ORCA input:
```
! RIJCOSX wB97M-V def2-TZVPD def2/J DEFGRID3
* xyz 0 1
C -1.7146 -2.7938 -0.9717
H -1.5416 -1.9537 -1.6393
H -2.5344 -2.5400 -0.3034
H -2.0007 -3.6562 -1.5682
C -0.4664 -3.1195 -0.1535
N -0.0812 -1.9623 0.6640
C 0.5860 -0.8670 0.2555
O 0.8635 0.0578 1.0065
C 1.0027 -0.7712 -1.2019
H 1.9680 -0.2688 -1.2634
H 1.0499 -1.7233 -1.7212
S -0.2021 0.2375 -2.1611
C 0.3458 1.8935 -1.8807
N 0.0354 2.7166 -2.8245
C 0.4127 4.0195 -2.6671
C 1.1183 4.4475 -1.5711
C 1.4606 3.5414 -0.5257
O 2.0653 3.7738 0.4995
N 1.0060 2.2153 -0.7653
H 1.1407 1.5485 0.0064
H 1.4200 5.4757 -1.4634
N 0.0853 4.8245 -3.7092
H 0.1414 5.8202 -3.5932
H -0.5633 4.4537 -4.3813
C -0.5178 -2.1689 1.9877
C -0.5729 -1.2722 3.0389
C -1.0598 -1.7282 4.2563
C -1.4783 -3.0372 4.4203
C -1.4172 -3.9327 3.3603
C -0.9372 -3.4893 2.1483
C -0.7509 -4.2388 0.8651
H -1.6324 -4.8160 0.5883
H 0.0923 -4.9291 0.9491
H -1.7392 -4.9562 3.4812
H -1.8540 -3.3665 5.3772
H -1.1117 -1.0424 5.0880
H -0.2443 -0.2542 2.9219
H 0.3559 -3.4000 -0.8170
*
```

The calculation puts the relative energy (zero: lowest compared OMol25 entry of this formula, charge and spin) at 0.00 kJ/mol. The calculated total energy comes out at -36707.1910 eV. The SMILES is C[C@@H]1Cc2ccccc2N1C(=O)CSc1nc(N)cc(=O)[nH]1. For the LUMO energy, the calculation gives 0.45 eV. The max |F| comes out at 0.7 eV Å⁻¹. Its orbital gap is 8.62 eV.

=====

[8]
C15H17CrN6OS as an isolated structure at a distorted geometry, computed with wB97M-V/def2-TZVPD.

Geometry as ORCA input:
```
! RIJCOSX wB97M-V def2-TZVPD def2/J DEFGRID3
* xyz 2 4
Cr -0.2161 -0.9735 0.1767
N -0.7689 -4.7346 2.4544
C -0.4800 -3.6871 1.6461
S -1.6967 -2.6626 0.9045
N 0.8550 -3.6030 1.4405
N 1.1959 -2.4860 0.7938
C 2.4448 -2.3011 0.3889
C 2.7707 -1.0975 -0.3190
C 4.0045 -0.7716 -0.8506
C 4.2344 0.5032 -1.3664
C 3.1419 1.3701 -1.4524
C 1.9068 0.9620 -0.9854
N 1.6824 -0.2649 -0.5025
H -1.7004 -5.0450 2.6665
H -0.0405 -5.4041 2.6593
H 3.1758 -3.0830 0.6473
H 4.7678 -1.5322 -0.8468
H 5.1946 0.8374 -1.6639
H 3.2594 2.3797 -1.8519
H 1.0461 1.6284 -1.0761
C -0.0075 2.4827 2.9820
C -0.6557 1.4996 2.0159
O -0.2324 0.3076 1.8602
N -1.7534 1.9523 1.3727
C -2.7220 1.0767 0.6908
C -2.4222 0.9865 -0.7669
C -3.0432 1.8178 -1.7069
C -2.7383 1.6762 -3.0734
C -1.7791 0.7312 -3.4487
C -1.2020 -0.0637 -2.4940
N -1.4860 0.0820 -1.1750
H 1.0301 2.1791 3.0665
H -0.4748 2.4378 3.9701
H -0.0877 3.5024 2.6367
H -2.0849 2.9066 1.5789
H -3.7112 1.5122 0.8088
H -2.6458 0.1043 1.1726
H -3.6720 2.6330 -1.3437
H -3.2175 2.3067 -3.8136
H -1.3851 0.6912 -4.4494
H -0.4869 -0.8568 -2.7468
*
```

The calculation puts the relative energy (zero: lowest compared OMol25 entry of this formula, charge and spin) at 0.00 kJ/mol. The calculated total energy comes out at -66062.9629 eV. For the LUMO energy (spin up / spin down), the calculation gives -8.40 / -7.35 eV. The max |F| comes out at 2.7 eV Å⁻¹. Its orbital gap (spin up / spin down) is 5.77 / 6.85 eV. Its expectation value of S² is 3.82.

=====

- Which value of max |F| does entry 5 give?
  0.7 eV Å⁻¹